Here is C52H49N11O2P2RuSe2 as an isolated structure from the Open Molecules 2025 dataset. Energies are from wB97M-V/def2-TZVPD.

Positions of all 119 atoms, in Å:
Ru: -1.551 0.457 -0.887
C: -4.387 3.961 2.655
N: -3.197 3.222 2.235
C: -1.897 3.661 2.743
C: -3.248 2.340 1.213
N: -2.186 1.887 0.614
N: -4.526 1.923 0.893
C: -4.908 1.055 -0.127
N: -6.243 0.752 -0.103
N: -4.069 0.647 -0.990
H: -4.075 4.759 3.319
H: -5.087 3.336 3.217
H: -4.903 4.417 1.808
H: -2.040 4.064 3.742
H: -1.452 4.434 2.111
H: -1.206 2.826 2.822
H: -1.331 2.223 1.043
H: -5.262 2.254 1.487
H: -6.761 0.839 0.755
H: -6.529 -0.011 -0.697
H: -4.495 0.041 -1.685
C: -2.242 3.900 -3.409
C: -2.748 3.300 -4.560
C: -2.872 1.922 -4.639
C: -2.504 1.122 -3.557
C: -1.991 1.744 -2.411
C: -1.862 3.120 -2.326
C: -2.583 -0.324 -3.512
C: -3.265 -1.139 -4.395
C: -3.221 -2.517 -4.268
C: -2.368 -3.113 -3.265
C: -2.195 -4.495 -3.147
C: -1.343 -5.039 -2.200
C: -0.613 -4.194 -1.372
C: -0.756 -2.819 -1.483
C: -1.656 -2.261 -2.383
N: -1.853 -0.873 -2.442
H: -2.137 4.977 -3.358
H: -3.030 3.914 -5.407
H: -3.239 1.463 -5.550
H: -1.463 3.587 -1.434
H: -3.827 -0.681 -5.202
H: -3.740 -3.157 -4.972
H: -2.739 -5.145 -3.826
H: -1.230 -6.113 -2.123
H: 0.092 -4.605 -0.657
H: -0.148 -2.160 -0.876
Se: 5.773 1.593 0.733
P: 4.133 1.131 1.972
C: 3.916 2.354 3.292
C: 4.011 3.700 2.942
C: 3.843 4.679 3.910
C: 3.595 4.318 5.231
C: 3.506 2.979 5.579
C: 3.657 1.995 4.609
C: 4.303 -0.491 2.749
C: 5.382 -0.707 3.607
C: 5.596 -1.966 4.147
C: 4.751 -3.020 3.815
C: 3.690 -2.813 2.946
C: 3.460 -1.547 2.418
C: 2.460 1.037 1.249
C: 1.839 0.763 0.034
N: 0.505 0.931 0.230
N: 0.327 1.247 1.517
N: 1.473 1.308 2.139
P: 2.404 0.366 -1.627
Se: 0.721 0.653 -2.919
C: 3.047 -1.318 -1.651
C: 2.479 -2.268 -2.496
C: 2.961 -3.571 -2.490
C: 4.006 -3.922 -1.647
C: 4.584 -2.970 -0.814
C: 4.113 -1.666 -0.816
C: 3.726 1.492 -2.058
C: 3.588 2.841 -1.733
C: 4.579 3.733 -2.098
C: 5.699 3.283 -2.790
C: 5.824 1.944 -3.129
C: 4.835 1.042 -2.764
H: 4.244 3.974 1.920
H: 3.922 5.725 3.638
H: 3.483 5.083 5.990
H: 3.313 2.697 6.607
H: 3.559 0.952 4.880
H: 6.061 0.106 3.833
H: 6.430 -2.130 4.817
H: 4.928 -4.005 4.229
H: 3.040 -3.638 2.676
H: 2.632 -1.388 1.738
H: 1.668 -1.988 -3.156
H: 2.516 -4.310 -3.146
H: 4.382 -4.939 -1.646
H: 5.410 -3.237 -0.165
H: 4.592 -0.923 -0.188
H: 2.711 3.187 -1.197
H: 4.485 4.781 -1.841
H: 6.480 3.982 -3.065
H: 6.696 1.598 -3.669
H: 4.936 -0.008 -3.011
O: -5.307 -2.313 -1.725
C: -5.005 -3.573 -1.119
N: -5.571 -3.621 0.194
C: -4.987 -3.307 1.389
O: -5.567 -3.454 2.445
C: -3.589 -2.742 1.410
C: -2.775 -3.034 2.491
C: -1.542 -2.416 2.588
C: -1.182 -1.487 1.628
N: -1.973 -1.185 0.597
C: -3.147 -1.821 0.481
H: -4.865 -2.292 -2.591
H: -3.929 -3.727 -1.066
H: -5.438 -4.380 -1.706
H: -6.530 -3.920 0.289
H: -3.122 -3.733 3.245
H: -0.868 -2.626 3.408
H: -0.244 -0.955 1.692
H: -3.748 -1.568 -0.376

The expectation value of S² is 8.80. For the strongest force on any atom, the calculation gives 0.7 eV/Å. The value obtained for the energy above the lowest of the compared OMol25 structures with the same formula, charge and spin is 0.713 eV. The value obtained for the frontier orbital gap (alpha / beta) is 5.4 / 5.5 eV. Its charge is +1. As for the spin multiplicity: 6. As for the electronic energy: -8344.035254 hartree.